Formula: C51H48AsN2O2OsPSSe
Source: the Open Molecules 2025 dataset
Level of theory: ωB97M-V with the def2-TZVPD basis set

ORCA input file:
```
! RIJCOSX wB97M-V def2-TZVPD def2/J DEFGRID3
* xyz 2 1
Os -0.0031 0.4317 -0.3055
C 0.7840 -7.3405 -1.3464
C 1.0815 -5.8833 -1.1573
C 0.2625 -4.9090 -1.7322
C 0.5279 -3.5631 -1.5696
C 1.6260 -3.1902 -0.8027
C 2.4677 -4.1358 -0.2223
C 2.1835 -5.4759 -0.4028
S 1.9656 -1.5166 -0.5031
O 3.3440 -1.3357 -0.1996
O 1.3626 -0.6945 -1.6050
N 0.9591 -0.9741 0.6647
C 0.9377 -0.9745 2.0626
C 1.5377 -1.8584 2.9168
C 1.3676 -1.7035 4.3086
C 0.6054 -0.6887 4.8160
C -0.0206 0.2384 3.9500
C -0.7905 1.3316 4.4044
C -1.3217 2.2088 3.5007
C -1.1055 1.9986 2.1324
N -0.4125 0.9750 1.6650
C 0.1503 0.0924 2.5655
H 0.2542 -7.5189 -2.2804
H 0.1537 -7.7043 -0.5319
H 1.6972 -7.9331 -1.3439
H -0.5810 -5.2118 -2.3404
H -0.0939 -2.8153 -2.0419
H 3.3423 -3.8243 0.3334
H 2.8398 -6.2206 0.0288
H 2.1431 -2.6666 2.5278
H 1.8528 -2.4015 4.9765
H 0.4804 -0.5708 5.8843
H -0.9404 1.4709 5.4678
H -1.8992 3.0660 3.8151
H -1.5118 2.6829 1.3991
C 3.9594 3.4868 -5.4466
C 2.8506 3.2461 -4.4691
C 1.5245 3.5051 -4.8097
C 0.4859 3.2751 -3.9275
C -0.9304 3.5783 -4.3371
C 0.8007 2.7258 -2.6604
Se -0.6581 2.3305 -1.5497
C 2.1426 2.5047 -2.2675
C 2.5832 2.0849 -0.8894
C 3.1351 2.7759 -3.1876
H 3.5832 3.8516 -6.3995
H 4.5181 2.5664 -5.6232
H 4.6644 4.2197 -5.0508
H 1.3005 3.8980 -5.7941
H -0.9475 4.0584 -5.3130
H -1.4130 4.2494 -3.6238
H -1.5434 2.6770 -4.3995
H 1.7542 1.9484 -0.1802
H 3.1904 2.8785 -0.4487
H 3.1972 1.1877 -0.9197
H 4.1698 2.6216 -2.9024
C -3.4706 0.7636 -0.4318
C -4.8573 0.1467 -0.5634
As -6.1482 1.5716 -1.0510
C -7.5497 0.3935 -1.7057
C -7.3664 -0.5046 -2.7538
C -8.4016 -1.3374 -3.1479
C -9.6318 -1.2712 -2.5054
C -9.8218 -0.3775 -1.4636
C -8.7845 0.4583 -1.0680
C -5.2588 2.1120 -2.7107
C -5.4245 3.4411 -3.0918
C -4.8465 3.9279 -4.2576
C -4.0823 3.0890 -5.0530
C -3.8913 1.7652 -4.6744
C -4.4745 1.2805 -3.5115
P -2.1206 -0.4491 -0.3622
C -2.3674 -1.4800 1.0915
C -3.1528 -1.0200 2.1482
C -3.2510 -1.7645 3.3134
C -2.5576 -2.9603 3.4352
C -1.7772 -3.4248 2.3837
C -1.6800 -2.6889 1.2132
C -2.3483 -1.4600 -1.8390
C -3.1250 -2.6188 -1.8227
C -3.3384 -3.3219 -2.9998
C -2.7935 -2.8682 -4.1936
C -2.0250 -1.7116 -4.2154
C -1.8067 -1.0060 -3.0428
H -3.4012 1.4459 0.4199
H -3.2503 1.3528 -1.3276
H -5.1996 -0.3220 0.3597
H -4.8692 -0.6164 -1.3406
H -6.4215 -0.5500 -3.2813
H -8.2557 -2.0283 -3.9682
H -10.4418 -1.9156 -2.8204
H -10.7799 -0.3204 -0.9642
H -8.9420 1.1653 -0.2618
H -6.0229 4.1039 -2.4770
H -5.0014 4.9595 -4.5456
H -3.6423 3.4615 -5.9690
H -3.3043 1.1010 -5.2979
H -4.3133 0.2391 -3.2492
H -3.7054 -0.0925 2.0647
H -3.8772 -1.4142 4.1233
H -2.6368 -3.5394 4.3458
H -1.2481 -4.3642 2.4743
H -1.0644 -3.0542 0.3973
H -3.5682 -2.9694 -0.8999
H -3.9440 -4.2182 -2.9856
H -2.9691 -3.4169 -5.1098
H -1.5981 -1.3585 -5.1447
H -1.2040 -0.1050 -3.0680
*
```

E	-7699.1751	a.u.
Kohn-Sham gap (alpha / beta)	5.5 / 5.0	eV
lowest unoccupied orbital energy (alpha / beta)	-7.2 / -7.7	eV
HOMO (alpha / beta)	-12.7 / -12.7	eV

Atomic partial charges in e from the Löwdin method, atoms 1 to 4: Os 0.98; C -0.03; C -0.23; C -0.01

Formula: C2H6F2IN2O2S
Source: the Open Molecules 2025 dataset
Level of theory: ωB97M-V with the def2-TZVPD basis set

ORCA input file:
```
! RIJCOSX wB97M-V def2-TZVPD def2/J DEFGRID3
* xyz -1 1
C -1.1740 0.8605 -1.5800
N -1.5584 0.2977 -0.3003
C -0.4740 0.1233 0.6190
N 0.4852 -0.9153 0.0474
I -0.0705 -2.8380 0.4612
S 2.0714 -0.6651 0.3816
O 2.8646 -1.6444 -0.2563
O 2.3685 -0.4873 1.7365
F 2.2754 0.6889 -0.3431
H -1.8630 0.5740 -2.3718
H -0.1720 0.5731 -1.9163
H -1.1882 1.9508 -1.5128
H -2.1250 -0.5339 -0.3928
H -0.8133 -0.1262 1.6266
H 0.0431 1.0725 0.7163
F -0.6699 1.0695 3.0848
*
```

E	-1235.3918	a.u.
Kohn-Sham gap	6.0	eV
lowest unoccupied orbital energy	2.0	eV
HOMO	-4.0	eV

Atomic partial charges in e from the Löwdin method, atoms 1 to 4: C -0.14; N -0.11; C -0.37; N -0.67

Formula: C4H11N5S
Source: the Open Molecules 2025 dataset
Level of theory: ωB97M-V with the def2-TZVPD basis set

ORCA input file:
```
! RIJCOSX wB97M-V def2-TZVPD def2/J DEFGRID3
* xyz 2 1
C 1.9831 -0.1158 -0.1815
C -3.5513 0.2553 0.0801
C -0.2958 -0.2896 0.0278
C 4.3995 -0.0761 0.3271
N 0.7639 0.4875 -0.0951
N 1.7960 -1.4359 -0.2564
N -4.5020 -0.6132 0.4219
N -3.9172 1.3660 -0.5471
N 3.1547 0.5462 -0.1413
S 0.1300 -1.8777 -0.0412
H -2.5317 0.0675 0.1645
H 4.3820 -0.2813 1.3379
H 5.3286 0.5811 0.1504
H 4.7370 -0.9425 -0.2573
H 0.7721 1.4204 0.2331
H 2.3840 -2.2025 -0.5186
H -4.2730 -1.0866 1.2304
H -5.5083 -0.5144 0.2999
H -3.3888 1.8103 -1.3252
H -4.9124 1.3927 -0.6566
H 3.0497 1.5086 -0.2527
*
```

E	-830.3461	a.u.
Kohn-Sham gap	10.2	eV
lowest unoccupied orbital energy	-6.9	eV
HOMO	-17.2	eV

Atomic partial charges in e from the Löwdin method, atoms 1 to 4: C -0.35; C -0.13; C -0.39; C -0.01

Formula: C15H50N2O9
Source: the Open Molecules 2025 dataset
Level of theory: ωB97M-V with the def2-TZVPD basis set

ORCA input file:
```
! RIJCOSX wB97M-V def2-TZVPD def2/J DEFGRID3
* xyz 0 1
C 2.2398 2.6343 -0.2609
O 2.2154 1.6706 0.7561
C 1.0128 1.6752 1.5028
C -0.2422 1.3858 0.6853
C -1.3572 1.0787 1.6430
N -0.0525 0.2378 -0.2657
H 1.6292 2.3597 -1.1356
H 3.2596 2.7728 -0.6190
H 1.8636 3.6139 0.0738
H 1.1033 0.8753 2.2349
H 0.8449 2.6484 1.9841
H -0.4333 2.2816 0.0886
H -2.3329 1.1079 1.1457
H -1.4280 1.8377 2.4269
H -1.2387 0.0843 2.0745
H -0.0349 -0.5952 0.3242
H 0.8719 0.3191 -0.6835
C -2.5761 -3.6209 1.6874
O -2.7471 -4.6350 0.7366
C -2.8091 -4.1603 -0.6045
C -4.1830 -3.7157 -1.0098
C -5.1505 -4.8937 -1.1856
N -4.1037 -2.8907 -2.2639
H -2.8017 -4.0161 2.6766
H -3.2584 -2.7772 1.5099
H -1.5513 -3.2238 1.6692
H -2.0936 -3.3397 -0.7692
H -2.5002 -5.0054 -1.2249
H -4.6252 -3.0837 -0.2157
H -5.5087 -5.2745 -0.2310
H -4.6633 -5.7168 -1.7285
H -6.0101 -4.6607 -1.8211
H -3.5994 -2.0195 -2.0579
H -5.0659 -2.5799 -2.3938
C -2.2115 4.7990 0.8411
O -0.9802 4.5937 1.5121
H -2.9151 5.3664 1.4559
H -2.0768 5.3180 -0.1103
H -2.6326 3.8135 0.6488
H -0.3736 5.3195 1.3520
C 1.1903 3.7361 4.9647
O 1.9509 4.4335 5.9538
H 0.6170 4.4129 4.3184
H 1.8510 3.1833 4.2762
H 0.5212 3.0154 5.4220
H 2.4939 5.0737 5.4860
C 0.8378 -4.2386 3.2863
O 1.3555 -3.4144 2.2566
H 0.7138 -3.6850 4.2217
H -0.1386 -4.5978 2.9652
H 1.4396 -5.1353 3.4581
H 2.2902 -3.2560 2.4317
C 2.7778 0.8380 -3.9055
O 4.1325 1.1336 -4.1122
H 2.5440 -0.1853 -4.1963
H 2.4520 0.9113 -2.8594
H 2.0997 1.4812 -4.4902
H 4.3791 1.8834 -3.5609
C -1.9856 0.3342 -3.1512
O -1.9999 -0.6164 -2.0726
H -2.6959 0.0219 -3.9127
H -2.2085 1.3413 -2.7887
H -1.0025 0.3665 -3.6468
H -1.4039 -0.2211 -1.3834
C 6.4144 2.6671 -1.3743
O 6.2605 3.4024 -2.5928
H 5.9535 1.6874 -1.5151
H 7.4847 2.4891 -1.2184
H 5.9435 3.0903 -0.4821
H 6.4983 4.3268 -2.5016
C 1.1475 -2.5451 -1.3811
O 1.0086 -1.6400 -2.4663
H 1.8274 -3.3581 -1.6453
H 1.5123 -2.0673 -0.4735
H 0.1815 -3.0227 -1.1857
H 0.0723 -1.4308 -2.5733
*
```

E	-1388.0014	a.u.
Kohn-Sham gap	9.2	eV
SMILES	COC[C@H](C)N.COC[C@H](C)N.CO.CO.CO.CO.CO.CO.CO
lowest unoccupied orbital energy	0.2	eV
HOMO	-9.0	eV

Atomic partial charges in e from the Löwdin method, atoms 1 to 4: C -0.11; O -0.17; C -0.20; C -0.41

Formula: C5H15N2O
Source: the Open Molecules 2025 dataset
Level of theory: ωB97M-V with the def2-TZVPD basis set

ORCA input file:
```
! RIJCOSX wB97M-V def2-TZVPD def2/J DEFGRID3
* xyz 1 1
C -1.1603 1.5062 -0.4929
C 0.2241 1.7541 0.3393
C 0.9923 0.4784 0.2716
C 1.6009 -0.0180 -0.8535
C 1.0097 -1.7326 1.3224
N 0.7225 -0.2692 1.4963
N -1.9523 0.3302 0.1585
H -0.7639 1.3392 -1.5071
H -1.5746 2.5149 -0.5393
H 0.7032 2.6269 -0.1608
H 0.2487 2.1998 1.4583
H 2.2011 -0.9609 -0.6070
H 1.8270 0.5459 -1.7988
H 2.0018 -1.8786 1.3664
H 0.6450 -2.1464 0.3628
H 0.2297 -2.2992 2.0063
H 1.1505 0.0359 2.3149
H -2.2451 0.5323 1.0444
H -2.6149 0.0274 -0.4841
H -1.1675 -0.2849 0.3979
H 0.0652 -1.4769 -1.8577
H -1.3604 -1.7957 -2.2676
O -0.7828 -1.0287 -1.9702
*
```

E	-383.9225	a.u.
Kohn-Sham gap	9.5	eV
lowest unoccupied orbital energy	-3.0	eV
HOMO	-12.5	eV

Atomic partial charges in e from the Löwdin method, atoms 1 to 4: C -0.07; C -0.14; C -0.40; C 0.04

Formula: C28H40F6GaNO2PS
Source: the Open Molecules 2025 dataset
Level of theory: ωB97M-V with the def2-TZVPD basis set

ORCA input file:
```
! RIJCOSX wB97M-V def2-TZVPD def2/J DEFGRID3
* xyz 1 1
Ga -0.4801 0.0498 -0.9802
C 1.2648 -3.1609 -1.2277
C 2.4102 -2.1460 -1.2457
C 3.4694 -2.5482 -0.2180
P 1.8527 -0.3893 -1.0537
C 2.9287 0.5021 -2.2501
C 4.4273 0.4718 -1.9457
C 2.4840 1.9228 -2.5860
C 1.9648 0.0893 0.6836
C 3.1795 0.4053 1.3132
C 3.2781 0.6306 2.6721
C 4.5938 0.9423 3.3381
C 2.0994 0.5108 3.4151
C 0.8868 0.2064 2.8317
C 0.7723 -0.0015 1.4466
N -0.4703 -0.2855 0.8618
C -1.5700 -0.6591 1.7226
C -1.6545 -1.9718 2.1931
C -0.6457 -3.0055 1.7802
C -2.7064 -2.3289 3.0297
C -3.6922 -1.4253 3.4021
C -4.8519 -1.8450 4.2675
C -3.5865 -0.1267 2.9263
C -2.5400 0.2684 2.1026
C -2.4637 1.6885 1.6404
H 1.5986 -4.0883 -1.6975
H 0.3745 -2.8224 -1.7587
H 0.9925 -3.3931 -0.2026
H 2.8522 -2.1505 -2.2453
H 3.0544 -2.5180 0.7913
H 4.3575 -1.9186 -0.2318
H 3.7854 -3.5739 -0.4213
H 2.7495 -0.1215 -3.1309
H 4.6709 1.1120 -1.0983
H 4.9691 0.8605 -2.8107
H 4.8058 -0.5300 -1.7511
H 2.7339 2.6014 -1.7675
H 1.4184 1.9961 -2.7870
H 3.0241 2.2608 -3.4730
H 4.0814 0.4556 0.7159
H 5.3654 1.1709 2.6024
H 4.9449 0.0971 3.9335
H 4.5060 1.7970 4.0109
H 2.1347 0.6613 4.4896
H -0.0031 0.1268 3.4442
H -0.7429 -3.2131 0.7150
H -0.8073 -3.9386 2.3184
H 0.3807 -2.6768 1.9650
H -2.7564 -3.3498 3.3959
H -4.5841 -2.6847 4.9081
H -5.6980 -2.1576 3.6511
H -5.1929 -1.0255 4.9006
H -4.3351 0.6073 3.2102
H -3.2229 2.2999 2.1276
H -2.6310 1.7628 0.5605
H -1.4856 2.1152 1.8644
C -1.1619 4.2224 -2.0473
S -0.6135 3.3587 -0.6030
C 0.9294 4.1763 -0.3279
O -0.2177 1.9793 -1.1336
H -1.2039 5.2862 -1.8082
H -2.1544 3.8532 -2.2981
H -0.4551 4.0201 -2.8522
H 0.6993 5.1374 0.1378
H 1.4593 4.3098 -1.2696
H 1.4941 3.5522 0.3667
C -2.7447 -1.5805 -4.0434
C -2.5593 -0.6268 -2.8744
O -1.3311 -0.8778 -2.2732
C -3.6722 -0.8486 -1.8260
F -3.3577 -0.2519 -0.6656
F -4.8405 -0.3541 -2.2372
F -3.8237 -2.1503 -1.5739
C -2.6091 0.8264 -3.3986
F -2.7500 1.7084 -2.3824
F -1.4515 1.1230 -4.0031
F -3.5936 1.0284 -4.2622
H -2.6630 -2.6012 -3.6801
H -1.9564 -1.4032 -4.7744
H -3.7140 -1.4439 -4.5188
*
```

E	-4559.6139	a.u.
Kohn-Sham gap	8.2	eV
lowest unoccupied orbital energy	-2.0	eV
HOMO	-10.3	eV

Atomic partial charges in e from the Löwdin method, atoms 1 to 4: Ga 0.41; C -0.09; C -0.49; C -0.09

Formula: C33H45AlNO3P2
Source: the Open Molecules 2025 dataset
Level of theory: ωB97M-V with the def2-TZVPD basis set

ORCA input file:
```
! RIJCOSX wB97M-V def2-TZVPD def2/J DEFGRID3
* xyz 1 1
Al 0.0201 0.0880 -0.1162
C -1.4903 3.5182 -0.6550
C -2.5885 2.8638 0.1935
C -3.9696 3.1972 -0.3614
P -2.2119 1.0499 0.3004
C -3.0477 0.3684 1.8237
C -4.3171 1.0766 2.2950
C -3.2759 -1.1399 1.6808
C -2.9177 0.2439 -1.1477
C -4.2780 -0.0116 -1.3222
C -4.7301 -0.7324 -2.4090
C -3.8016 -1.2429 -3.3088
C -2.4508 -1.0025 -3.1473
C -1.9745 -0.2132 -2.0912
N -0.6007 0.0542 -1.8907
C 0.2490 0.2455 -2.9968
C -0.2018 0.7589 -4.2219
C 0.6585 0.9367 -5.2885
C 2.0101 0.6366 -5.1730
C 2.4926 0.2064 -3.9534
C 1.6372 0.0209 -2.8669
P 2.1967 -0.3343 -1.1948
C 2.9609 -2.0248 -1.1621
C 1.8197 -3.0479 -1.0905
C 3.8875 -2.3600 -2.3284
C 3.4824 0.9356 -0.7577
C 2.9501 2.3091 -1.1819
C 4.9113 0.7147 -1.2431
H -1.6132 4.6021 -0.6624
H -1.5453 3.1648 -1.6876
H -0.4981 3.2848 -0.2631
H -2.5059 3.2304 1.2221
H -4.0579 2.8649 -1.3961
H -4.1095 4.2793 -0.3381
H -4.7726 2.7427 0.2157
H -2.2814 0.5227 2.5939
H -5.1530 0.8826 1.6222
H -4.1804 2.1536 2.3855
H -4.5910 0.6909 3.2783
H -4.1622 -1.3414 1.0797
H -3.4216 -1.5932 2.6623
H -2.4291 -1.6305 1.2010
H -4.9854 0.3480 -0.5860
H -5.7874 -0.9180 -2.5412
H -4.1358 -1.8422 -4.1458
H -1.7463 -1.4422 -3.8388
H -1.2401 1.0367 -4.3305
H 0.2704 1.3241 -6.2217
H 2.6799 0.7649 -6.0124
H 3.5524 0.0264 -3.8323
H 3.5270 -2.0522 -0.2241
H 1.2354 -3.0250 -2.0137
H 1.1501 -2.8474 -0.2546
H 2.2247 -4.0542 -0.9750
H 3.3250 -2.4145 -3.2607
H 4.3337 -3.3396 -2.1489
H 4.6962 -1.6428 -2.4505
H 3.4987 0.8903 0.3383
H 3.0503 2.4392 -2.2598
H 3.5088 3.1081 -0.6925
H 1.8937 2.4235 -0.9277
H 4.9803 0.7753 -2.3293
H 5.3094 -0.2435 -0.9112
H 5.5495 1.4975 -0.8290
C 0.7396 -4.0087 6.2085
O 0.4040 -3.8120 4.8359
C 0.6114 -2.6201 4.2872
C 1.2284 -1.5407 4.9518
C 1.3959 -0.3595 4.2879
C 0.9808 -0.1658 2.9493
C 1.1630 1.0782 2.2779
C 1.7852 2.2807 2.9135
O 0.8065 1.2468 1.0765
C 0.3549 -1.2812 2.2848
O -0.0821 -1.2093 1.0492
C 0.1917 -2.4732 2.9699
H 0.4124 -5.0142 6.4507
H 0.2161 -3.2917 6.8431
H 1.8158 -3.9276 6.3685
H 1.5716 -1.6351 5.9714
H 1.8702 0.4502 4.8215
H 2.0280 2.1564 3.9605
H 1.1055 3.1260 2.7997
H 2.6941 2.5319 2.3632
H -0.2820 -3.3125 2.4778
*
```

E	-2490.0948	a.u.
Kohn-Sham gap	6.8	eV
lowest unoccupied orbital energy	-3.1	eV
HOMO	-9.9	eV

Atomic partial charges in e from the Löwdin method, atoms 1 to 4: Al -0.01; C -0.11; C -0.51; C -0.10

Formula: C6H7Br2N4
Source: the Open Molecules 2025 dataset
Level of theory: ωB97M-V with the def2-TZVPD basis set

ORCA input file:
```
! RIJCOSX wB97M-V def2-TZVPD def2/J DEFGRID3
* xyz 1 1
C 0.5875 2.7871 0.5989
C 0.5426 -0.6593 -1.0873
C 2.3417 1.1397 0.5751
C 1.0437 1.5202 0.2343
C 0.2130 0.8011 -0.6328
C 1.6140 -1.3010 -0.6887
N 0.0918 3.7885 0.8455
N 2.7788 0.0031 0.2348
N -1.0347 1.2107 -1.0691
N 2.2790 -2.4453 -0.8728
Br -3.6377 -0.1365 0.8743
Br 4.5909 -0.5773 0.5770
H -0.3255 -1.1691 -1.5293
H 2.9203 1.8148 1.2017
H -1.6232 0.5501 -1.5824
H -1.4852 2.0556 -0.7182
H 2.0950 -3.1752 -0.3093
H -3.6487 -1.4912 0.8957
H 3.2180 -2.2112 -1.2976
*
```

E	-5599.5251	a.u.
Kohn-Sham gap	8.3	eV
lowest unoccupied orbital energy	-4.6	eV
HOMO	-13.0	eV

Atomic partial charges in e from the Löwdin method, atoms 1 to 4: C -0.21; C 0.08; C -0.17; C -0.19